(1)
The following is a quantum chemistry calculation of a single C7H13NO molecule, from OMol25.

## Properties
E_HOMO (eV): -7.01
Structure (SMILES): C/C=C(N)/C(C)=C(/C)O
Energy above the lowest of the compared OMol25 structures with the same formula, charge and spin (kcal/mol): 59.2
LUMO level (Eh): 0.0310

Each line ends with the Mulliken charge.
Atoms and positions in Å:
H  -0.48  -1.60  2.87  0.30
C  0.48  -0.53  1.29  -0.33
H  0.58  -2.61  1.89  0.37
H  -0.65  2.85  -0.37  0.35
C  0.72  -0.72  -0.07  0.43
C  -1.06  0.75  -0.12  0.14
H  -2.22  2.33  -1.02  0.31
C  0.03  0.24  -0.85  0.80
C  0.52  0.83  -2.15  -1.36
C  -1.50  2.19  -0.21  -1.61
H  -1.99  2.48  0.73  0.40
C  0.47  -1.61  2.33  -1.34
H  1.70  -1.71  -1.55  0.23
H  -1.88  -0.95  0.19  0.45
H  0.52  0.48  1.70  0.40
O  -2.11  -0.02  0.33  -0.51
H  1.27  -1.48  3.08  0.32
H  -0.22  0.72  -2.95  0.31
H  0.73  1.90  -2.05  0.30
H  2.21  -2.10  0.00  0.23
N  1.44  -1.79  -0.58  -0.55
H  1.45  0.36  -2.49  0.36

***

(2)
The following is a quantum chemistry calculation of a single C7H13NO molecule, from OMol25.

## Properties
E_HOMO (eV): -7.61
Structure (SMILES): O[C@H]1CCN2CCC[C@H]12
Energy above the lowest of the compared OMol25 structures with the same formula, charge and spin (kcal/mol): 48.7
LUMO level (Eh): 0.0370

Each line ends with the Mulliken charge.
Atoms and positions in Å:
H  -0.07  -1.57  2.15  0.29
H  0.12  0.22  2.76  0.31
C  1.75  -0.36  1.53  -0.57
C  0.50  -0.13  -0.40  -0.11
H  2.74  0.02  -0.22  0.28
H  -0.33  1.79  -1.37  0.35
H  0.59  -1.01  -1.04  0.09
H  2.28  0.10  2.36  0.36
C  1.82  0.36  0.25  -0.60
N  -0.35  -0.19  0.67  0.12
C  -1.83  -0.19  0.31  -0.76
C  -1.77  0.09  -1.21  -0.59
H  -2.70  0.80  -1.57  0.33
C  -0.36  0.68  -1.49  -0.01
H  -2.31  0.57  0.88  0.30
O  0.09  0.35  -2.82  -0.55
H  2.00  1.44  0.36  0.35
H  2.25  -1.38  1.39  0.22
H  -2.31  -1.10  0.61  0.31
H  -0.46  0.85  -3.37  0.32
C  0.25  -0.48  1.92  -0.71
H  -1.89  -0.85  -1.71  0.28

***

In the order shown, the computed orbital gap values come out to 0.2886 0.3165 Eh.